No. 1
A cluster of 14 separate species, C35H58N8O30S6 in total in a non-equilibrium geometry. Source: OMol25; level of theory: ωB97M-V/def2-TZVPD.

Each line ends with the Mulliken charge.
CARTESIAN COORDINATES (ANGSTROEM)
C 4.2842 -1.3571 8.4329  -0.57
N 4.6601 -0.8913 7.0610  0.70
O 5.7696 -0.4574 6.8400  -0.47
O 3.8810 -1.2865 6.0975  -0.47
H 4.7965 -0.7993 9.2169  0.28
H 4.7012 -2.3639 8.4084  0.26
H 3.1968 -1.3126 8.4938  0.26
C 6.2472 3.6095 2.8310  -0.73
N 5.3371 4.3555 3.7918  0.75
O 5.6044 5.5083 4.2305  -0.48
O 4.1751 3.8912 3.8206  -0.44
H 7.0704 4.2598 2.5353  0.33
H 5.7536 3.3881 1.8847  0.29
H 6.7749 2.7405 3.2240  0.28
C -1.7334 7.3045 0.8500  -0.69
N -2.1879 8.5503 0.2208  0.88
O -1.5778 9.0567 -0.6912  -0.52
O -3.2138 9.0331 0.6475  -0.53
H -1.5204 6.6001 0.0459  0.27
H -2.5691 6.9833 1.4718  0.31
H -0.8791 7.4718 1.5059  0.28
C 5.2139 -7.1493 -2.9958  -0.26
C 5.0322 -7.4249 -4.4502  -0.32
O 4.1761 -6.4113 -4.9779  -0.32
S 3.9495 -5.1468 -3.9627  1.08
O 2.6409 -5.1100 -3.3978  -0.49
O 4.4827 -3.9704 -4.6601  -0.52
O 5.0617 -5.7480 -2.9018  -0.32
H 6.2022 -7.5181 -2.7212  0.28
H 4.4240 -7.5859 -2.3847  0.28
H 4.7498 -8.4385 -4.7349  0.31
H 5.9990 -7.2455 -4.9204  0.26
C 1.7811 3.8313 -5.2979  -0.33
C 2.7908 2.8774 -4.4947  -0.31
O 3.1303 3.6662 -3.3231  -0.34
S 3.2957 5.3138 -3.8134  1.10
O 4.5304 5.4462 -4.5337  -0.52
O 2.9443 6.2525 -2.7124  -0.51
O 2.1488 5.1928 -4.9846  -0.31
H 0.7568 3.6647 -4.9644  0.28
H 1.7511 3.5952 -6.3616  0.30
H 3.6892 2.7175 -5.0908  0.29
H 2.2851 1.9620 -4.1875  0.33
C -2.2884 -2.2430 -7.6243  -0.22
C -2.6006 -1.2574 -8.7761  -0.27
O -1.4178 -0.9201 -9.4828  -0.33
S -0.2158 -2.0271 -9.1456  1.08
O 1.0244 -1.2456 -9.0139  -0.51
O -0.2503 -3.2217 -9.9709  -0.51
O -0.8620 -2.3258 -7.6466  -0.31
H -2.6833 -3.2358 -7.8398  0.25
H -2.5310 -1.8462 -6.6385  0.27
H -3.1165 -0.3629 -8.4270  0.27
H -3.3223 -1.6414 -9.4970  0.27
C 1.0826 7.5549 7.6521  -0.24
C 1.6245 6.8402 8.8522  -0.29
O 0.7119 5.8589 9.2495  -0.33
S -0.2368 5.3586 7.9402  1.07
O -1.6041 5.7509 8.2283  -0.50
O 0.1377 4.0067 7.5242  -0.49
O 0.4810 6.5071 6.9259  -0.32
H 1.8115 7.8440 6.8950  0.26
H 0.3094 8.2983 7.8463  0.26
H 1.8035 7.6042 9.6087  0.30
H 2.6323 6.4329 8.7719  0.31
C -8.6556 5.3271 0.2818  -0.25
C -9.5887 4.7283 -0.7353  -0.28
O -9.7030 3.3860 -0.4382  -0.30
S -9.2482 2.9451 1.0213  1.08
O -8.0647 2.0345 1.0188  -0.51
O -10.4097 2.5373 1.7642  -0.52
O -8.8735 4.5109 1.4119  -0.33
H -8.8552 6.3570 0.5779  0.27
H -7.6006 5.2973 0.0093  0.25
H -9.3966 4.8849 -1.7967  0.32
H -10.5298 5.2302 -0.5107  0.26
C 1.2175 -6.6462 1.9613  -0.19
C 2.1649 -7.2265 3.0296  -0.31
O 2.4850 -8.5460 2.6201  -0.34
S 1.2023 -9.2769 1.8371  1.08
O 0.0408 -9.5027 2.6767  -0.51
O 1.6497 -10.3391 0.9037  -0.50
O 0.9614 -7.7849 1.0622  -0.36
H 1.7060 -5.8771 1.3629  0.30
H 0.2816 -6.3057 2.4042  0.24
H 1.7519 -7.3434 4.0315  0.26
H 2.9999 -6.5717 3.2787  0.33
N -3.1581 -3.5267 4.9365  -0.03
C -2.0464 -3.6409 5.7983  -0.37
C -1.9666 -4.9629 6.3562  -0.37
C -2.9941 -5.7200 5.7131  -0.32
C -3.7020 -4.8538 4.8806  -0.67
H -3.4674 -2.7175 4.4174  0.21
H -1.4421 -2.7730 6.0177  0.40
H -1.1873 -5.2212 7.0579  0.38
H -3.0412 -6.7871 5.8723  0.39
H -4.5005 -5.1242 4.2055  0.39
N -0.0765 0.6457 1.8059  0.04
C -1.4001 0.9994 1.6695  -0.78
C -1.7856 0.5353 0.4356  -0.18
C -0.7537 -0.0824 -0.2019  -0.35
C 0.2765 0.0071 0.6478  -0.52
H 0.5194 0.7622 2.6130  0.19
H -1.9011 1.6783 2.3438  0.39
H -2.7372 0.6718 -0.0567  0.41
H -0.7863 -0.5424 -1.1785  0.41
H 1.3070 -0.2880 0.5161  0.39
N 10.7818 -0.5908 -0.3113  -0.01
C 9.5436 -1.0784 -0.3861  -0.36
C 8.7741 -0.0762 -0.9283  -0.59
C 9.5876 1.0523 -1.1356  -0.29
C 10.8433 0.6819 -0.8590  -0.43
H 11.5666 -1.1311 0.0238  0.19
H 9.3432 -2.0805 -0.0368  0.37
H 7.6972 -0.0969 -1.0068  0.38
H 9.3697 2.0422 -1.5084  0.39
H 11.7475 1.2588 -0.9854  0.36
N -5.4544 4.8382 -6.1604  0.00
C -6.2409 3.7294 -5.8912  -0.54
C -5.8932 3.2518 -4.6308  -0.35
C -4.9325 4.0634 -4.1041  -0.32
C -4.6327 5.0622 -5.0390  -0.60
H -5.5102 5.4296 -6.9772  0.20
H -6.9381 3.3453 -6.6211  0.39
H -6.2911 2.3686 -4.1533  0.41
H -4.5303 3.9257 -3.1113  0.43
H -4.0649 5.9804 -5.0117  0.37
N -6.2575 -6.1260 -2.5940  0.00
C -6.0607 -7.2019 -1.7411  -0.31
C -5.1134 -6.8366 -0.8156  -0.46
C -4.8013 -5.5058 -1.0794  -0.46
C -5.5422 -5.0620 -2.1551  -0.50
H -6.7814 -6.1867 -3.4553  0.21
H -6.5501 -8.1130 -2.0520  0.36
H -4.7510 -7.5540 -0.0942  0.39
H -4.0448 -4.9171 -0.5818  0.40
H -5.6515 -4.1353 -2.6989  0.37

Forces on atoms 1 to 3 (eV/Å):
0.10 0.23 -0.38
-1.01 -2.03 -3.76
-0.77 0.33 0.72

LUMO energy = -0.403 eV
2S+1 = 1


No. 2
A structure of composition C32H40B3MnO39 in a non-equilibrium geometry. Source: OMol25; level of theory: ωB97M-V/def2-TZVPD.

Each line ends with the Mulliken spin population.
CARTESIAN COORDINATES (ANGSTROEM)
Mn -6.2783 -20.8418 3.6382  4.71
O -5.8646 -19.4590 1.2162  0.01
C -6.5224 -18.8748 0.3544  0.01
O -7.7971 -18.7704 0.2758  0.02
B -8.1324 -17.9676 -0.9006  0.00
O -6.8819 -17.4538 -1.4513  0.00
C -5.8629 -18.0410 -0.7731  0.00
O -4.6955 -17.8043 -0.9030  0.00
O -9.1078 -16.9617 -0.5169  0.00
C -10.2106 -17.1821 -1.1868  0.00
O -11.2696 -16.5853 -0.9889  0.00
C -9.9881 -18.4084 -2.1758  0.00
O -8.7287 -18.7345 -1.9948  0.00
O -10.8216 -18.9474 -2.8771  0.00
O -5.2968 -21.2169 5.8264  0.06
C -5.2240 -20.6943 6.9396  0.03
O -6.1788 -20.0603 7.6349  0.01
B -5.5545 -19.5621 8.8806  0.01
O -4.1151 -19.8593 8.8549  0.00
C -3.9200 -20.6047 7.7701  0.00
O -2.8591 -21.0328 7.4109  0.00
O -5.7457 -18.1471 9.0548  0.00
C -6.5566 -17.9179 10.0801  0.00
O -6.9958 -16.8402 10.4447  0.00
C -6.7844 -19.2188 10.7373  0.00
O -6.1466 -20.1821 10.1167  0.00
O -7.3979 -19.3587 11.7324  0.00
O -8.2359 -21.5362 5.0460  -0.03
C -9.1395 -21.6702 5.8820  -0.03
O -9.1589 -22.4204 6.9969  0.00
B -10.2335 -22.0766 7.9295  0.00
O -11.0914 -21.1765 7.1213  0.00
C -10.4644 -20.8954 5.9554  0.00
O -10.8784 -20.2273 5.0337  0.00
O -9.6535 -21.4111 9.1513  0.00
C -9.8105 -22.2021 10.1879  0.00
O -9.4928 -22.0514 11.3782  0.00
C -10.7785 -23.3233 9.7046  0.00
O -11.0498 -23.1952 8.4070  0.00
O -11.2171 -24.2158 10.4513  0.00
C -8.8373 -22.2027 -1.6863  0.00
C -8.5779 -23.3350 -0.6549  0.00
O -7.8628 -22.8796 0.4732  0.01
C -8.4444 -22.0315 1.3524  0.03
O -7.8086 -21.5005 2.2732  -0.01
O -9.7473 -22.0145 1.1203  0.00
C -10.5589 -21.1493 1.8347  0.00
H -7.9179 -21.6310 -1.8144  0.00
H -9.6201 -21.4897 -1.4329  0.00
H -9.0737 -22.7331 -2.6088  0.00
H -7.9055 -24.0461 -1.1368  0.00
H -9.4601 -23.9605 -0.5130  0.00
H -10.8822 -21.4930 2.8158  0.00
H -11.3982 -21.0702 1.1420  0.00
H -10.1071 -20.1566 1.8323  0.00
C -5.6411 -16.2915 2.3203  0.00
C -4.2877 -16.9622 2.4300  0.00
O -4.0386 -17.1044 3.8542  0.00
C -4.3586 -18.2072 4.5554  0.01
O -4.8474 -19.2150 4.0527  -0.01
O -3.9402 -18.1392 5.8253  0.00
C -3.5362 -16.9592 6.5083  0.00
H -6.4562 -16.9577 2.6007  0.00
H -5.7484 -15.9384 1.2930  0.00
H -5.7288 -15.3793 2.9110  0.00
H -3.4841 -16.4057 1.9499  0.00
H -4.2574 -17.9595 1.9918  0.00
H -3.1414 -17.3513 7.4436  0.00
H -4.3790 -16.2831 6.6479  0.00
H -2.7579 -16.4054 5.9832  0.00
C -2.8073 -24.4920 6.2681  0.00
C -3.8741 -23.9891 5.3243  0.00
O -5.1611 -24.6708 5.3849  0.00
C -6.1821 -24.1813 4.6904  0.01
O -6.2050 -23.1508 4.0214  0.01
O -7.2529 -24.8604 4.9066  0.00
C -8.4495 -24.7370 4.1914  0.00
H -2.1358 -23.6331 6.3127  0.00
H -2.2955 -25.3643 5.8621  0.00
H -3.0818 -24.6318 7.3130  0.00
H -3.4804 -23.8996 4.3120  0.00
H -4.0483 -22.9713 5.6717  0.00
H -8.2832 -25.0018 3.1455  0.00
H -8.6748 -23.6704 4.1573  0.00
H -9.1953 -25.3614 4.6764  0.00
C -5.0464 -24.7405 -0.0136  0.00
C -5.0809 -24.2401 1.4653  0.01
O -3.8151 -23.6386 1.6974  0.00
C -3.8373 -22.3429 2.0307  0.00
O -4.8529 -21.6982 2.3277  0.06
O -2.5398 -21.9199 2.0377  0.00
C -2.2705 -20.5157 2.1360  0.01
H -4.1581 -25.2302 -0.4103  0.00
H -5.1984 -23.9057 -0.7004  0.00
H -5.9393 -25.3551 -0.1385  0.00
H -5.2140 -25.0550 2.1771  0.00
H -5.9618 -23.6116 1.5695  0.00
H -3.1388 -19.9041 2.3780  0.00
H -1.8447 -20.1511 1.2012  0.00
H -1.4992 -20.3667 2.8910  0.00
C -8.7092 -16.4882 7.0659  0.00
C -8.2241 -17.5789 6.1519  0.00
O -8.7899 -17.4850 4.8441  0.00
C -8.4269 -18.3033 3.9001  0.03
O -7.5933 -19.1895 4.0239  0.03
O -9.0029 -17.9706 2.7281  0.00
C -10.2557 -17.2613 2.7357  0.00
H -8.4444 -16.7292 8.0961  0.00
H -9.7872 -16.6344 7.1702  0.00
H -8.5192 -15.4566 6.7762  0.00
H -8.5346 -18.5696 6.4867  0.00
H -7.1328 -17.5856 6.1558  0.00
H -10.1221 -16.1809 2.7773  0.00
H -10.8764 -17.5898 3.5682  0.00
H -10.7186 -17.5094 1.7820  0.00

Forces on atoms 1 to 3 (eV/Å):
-0.31 -0.21 0.60
-1.20 0.78 -1.18
2.61 -1.02 1.45

net charge = -1
LUMO energy = 1.647 eV
<S²> = 8.75
2S+1 = 6


Record order is preserved below.
Energy relative to the best compared isomer or geometry (same formula, charge and spin): 765.6; 174.1 kJ/mol
Record order is preserved below.
E: -175570.6086; -147056.0162 eV
Record order is preserved below.
M: 1263.28; 1136.01 g/mol